Record 1
{
  "formula": "C23H23N8O5SV",
  "method": "ωB97M-V/def2-TZVPD",
  "lumo_ha": [-0.3062, -0.3062],
  "relative_energy_kj_mol": 77.0,
  "energy_ha": -3046.1305,
  "homo_lumo_gap_ev": [4.93, 4.93],
  "total_charge": 2,
  "species": ["H", "N", "C", "C", "N", "N", "H", "C", "C", "H", "N", "C", "N", "C", "H", "C", "N", "H", "C", "H", "H", "O", "H", "C", "H", "C", "C", "H", "N", "O", "H", "H", "C", "V", "C", "O", "H", "C", "H", "C", "C", "H", "S", "N", "H", "H", "O", "C", "C", "H", "H", "H", "O", "C", "H", "H", "C", "C", "C", "H", "C"],
  "positions_angstrom": [[5.63, -1.13, 2.34], [2.85, -1.09, 0.53], [3.57, -0.33, 4.01], [-1.73, -4.65, 0.38], [1.64, -0.69, 2.51], [-0.90, -1.26, 1.02], [5.60, -0.76, 0.60], [-4.05, 0.69, -1.57], [0.75, 1.91, -0.60], [-1.95, 2.45, 1.16], [-4.30, 2.79, -2.71], [1.15, 3.21, 1.15], [0.87, 3.18, -0.20], [-0.97, -2.59, 0.76], [0.75, 3.99, -0.79], [-0.25, 2.06, -4.22], [0.31, -2.94, 0.47], [-4.33, 3.79, -2.65], [0.39, 1.55, -1.95], [-0.43, 2.79, -5.00], [1.27, 4.12, 1.70], [0.48, -0.69, -1.28], [-2.57, -5.33, 0.35], [-3.04, 2.70, -0.67], [-0.27, -1.31, -3.70], [2.91, -0.63, 2.72], [-0.44, -5.11, 0.06], [-4.67, 0.21, -2.31], [-2.01, -3.39, 0.70], [0.86, -0.46, 3.58], [4.39, 0.37, 3.86], [1.36, 1.56, 2.54], [0.23, 0.20, -2.25], [0.98, -1.04, 0.33], [0.14, 2.48, -2.97], [-3.05, -1.25, 2.26], [-5.01, 2.38, -3.29], [5.13, -1.34, 1.40], [-0.03, -0.15, 3.23], [-0.40, 0.70, -4.49], [-2.51, 1.97, 0.37], [5.26, -2.40, 1.16], [-2.10, -0.35, 1.73], [0.98, 1.08, 0.44], [-3.77, -1.09, -0.42], [-0.28, -6.14, -0.22], [-1.35, 0.54, 2.60], [3.69, -1.01, 1.48], [-0.16, -0.25, -3.51], [2.86, 0.07, 4.72], [1.60, -4.44, -0.17], [-0.71, 0.38, -5.48], [2.59, -1.77, -0.54], [0.58, -4.20, 0.09], [-2.88, 3.77, -0.71], [0.26, 3.54, -2.78], [1.20, 1.92, 1.54], [-3.81, 2.08, -1.66], [-2.76, 0.60, 0.45], [3.99, -1.25, 4.43], [-3.55, -0.03, -0.52]]
}



Record 2
{
  "formula": "C37H38BIrN6P",
  "method": "ωB97M-V/def2-TZVPD",
  "lumo_ha": [-0.0721, -0.1984],
  "energy_ha": -2231.5485,
  "homo_lumo_gap_ev": [5.61, 5.68],
  "total_charge": 1,
  "multiplicity": 5,
  "species": ["C", "C", "N", "C", "N", "C", "H", "H", "C", "H", "H", "C", "H", "C", "C", "C", "C", "H", "H", "C", "C", "H", "C", "C", "C", "C", "H", "P", "H", "H", "C", "H", "H", "H", "H", "C", "H", "C", "H", "H", "H", "H", "C", "H", "H", "H", "C", "N", "H", "C", "C", "H", "C", "H", "H", "C", "H", "C", "H", "H", "H", "C", "N", "C", "Ir", "C", "C", "H", "C", "C", "N", "C", "B", "H", "H", "H", "C", "C", "C", "C", "H", "H", "H", "N"],
  "positions_angstrom": [[13.09, 9.43, 13.26], [9.40, 15.41, 8.52], [13.41, 14.11, 7.26], [10.91, 13.56, 8.85], [14.39, 15.04, 7.46], [9.71, 9.41, 6.52], [9.25, 16.41, 8.11], [15.59, 17.56, 9.49], [14.19, 8.19, 11.50], [15.21, 17.74, 7.17], [16.29, 15.62, 8.71], [14.53, 15.80, 6.39], [12.96, 9.68, 14.33], [12.32, 10.12, 12.32], [10.68, 10.10, 7.29], [9.53, 7.73, 8.23], [13.07, 14.19, 5.96], [18.05, 13.83, 10.19], [11.62, 13.53, 12.42], [12.25, 13.15, 5.30], [12.50, 9.86, 10.95], [6.77, 13.41, 10.94], [18.10, 13.67, 9.09], [10.47, 8.44, 9.05], [10.64, 14.81, 8.30], [13.19, 14.55, 11.53], [17.50, 10.82, 8.03], [11.71, 10.93, 9.72], [14.95, 7.46, 11.22], [12.94, 14.00, 13.50], [16.91, 12.85, 8.71], [16.44, 16.61, 6.50], [14.57, 10.01, 6.74], [11.73, 13.60, 4.42], [13.33, 8.43, 9.53], [10.97, 9.67, 8.59], [14.10, 18.36, 10.12], [13.69, 15.29, 5.38], [11.72, 10.96, 12.68], [13.14, 12.60, 12.40], [10.79, 7.95, 9.98], [7.47, 15.37, 9.42], [12.72, 13.57, 12.53], [8.40, 7.64, 6.43], [14.65, 7.98, 13.60], [9.48, 9.75, 5.53], [14.73, 10.00, 7.84], [14.73, 12.39, 8.61], [13.46, 15.59, 4.39], [9.26, 11.09, 11.13], [9.14, 8.21, 6.99], [15.35, 17.49, 5.43], [16.75, 11.52, 8.39], [18.10, 14.65, 8.59], [15.42, 18.01, 11.23], [13.53, 15.88, 11.80], [11.21, 10.93, 6.81], [8.66, 13.53, 9.82], [13.79, 9.87, 8.35], [13.34, 16.38, 12.74], [11.34, 15.42, 7.78], [10.17, 11.66, 10.26], [14.33, 15.24, 9.83], [15.45, 17.00, 6.38], [12.72, 12.91, 8.82], [9.92, 12.90, 9.59], [7.73, 12.94, 10.72], [7.41, 11.36, 12.12], [14.87, 17.63, 10.37], [8.08, 11.78, 11.41], [13.58, 14.18, 10.30], [15.37, 11.27, 8.28], [15.32, 14.93, 8.72], [15.41, 9.17, 8.11], [9.46, 10.11, 11.56], [12.90, 12.35, 4.91], [13.32, 8.77, 10.56], [14.26, 16.30, 10.66], [8.39, 14.82, 9.22], [14.05, 8.50, 12.86], [9.10, 6.76, 8.52], [19.03, 13.15, 8.84], [11.48, 12.78, 5.94], [15.68, 13.42, 8.77]]
}



Record 3
{
  "formula": "C5H10N",
  "method": "ωB97M-V/def2-TZVPD",
  "lumo_ha": -0.2066,
  "smiles": "C=[NH+]C(=C)CC",
  "relative_energy_kj_mol": 157.8,
  "energy_ha": -250.9452,
  "homo_lumo_gap_ev": 9.07,
  "total_charge": 1,
  "species": ["H", "H", "H", "N", "H", "H", "C", "H", "H", "H", "C", "C", "C", "C", "H", "H"],
  "positions_angstrom": [[-1.75, 1.73, 0.09], [-0.73, -1.92, -0.62], [-0.24, 0.65, 1.86], [0.87, -0.70, -1.07], [-0.69, -0.87, 1.33], [1.88, -0.58, -1.42], [1.66, 1.17, 0.21], [1.49, 1.99, 0.94], [-2.44, 0.61, 1.13], [0.74, -2.65, -1.65], [0.23, -1.81, -1.17], [0.74, 0.25, 0.05], [-1.76, 0.63, 0.28], [-0.49, 0.12, 0.91], [-2.19, 0.18, -0.61], [2.67, 1.21, -0.28]]
}